Entry 1:
16
Properties=species:S:1:pos:R:3:forces:R:3:nbo_charge:R:1 method="wB97M-V/def2-TZVPD" multiplicity=1 orbital_gap_ha=0.3582 mol_weight_da=138.1 smiles="O=c1cc[nH]c(=O)[nH]1.C#C" homo_energy_ev=-9.30 charge=0 relative_energy_kj_mol=249.1
C -0.7745 -1.7419 1.5504 -1.066 2.290 -3.175 0.663
O 1.5710 -0.5806 3.8879 1.990 -0.691 2.759 -0.573
H 0.5777 2.4088 -6.4934 0.161 0.074 0.039 0.235
C 0.9306 -0.6464 2.9153 -2.844 1.561 -2.606 0.802
N -0.1240 -1.5867 2.7101 2.014 1.033 1.704 -0.653
N 1.0266 0.4167 1.9558 4.139 0.814 1.713 -0.632
H -1.3864 1.1810 -4.1334 -0.301 -0.033 0.242 0.231
C 0.2478 0.4946 0.8573 -0.050 -0.548 -1.473 0.022
C -0.0131 2.0439 -5.6906 -0.383 -0.028 -0.079 -0.231
O -1.4217 -2.7155 1.2397 0.090 0.248 0.329 -0.577
C -0.7851 1.6278 -4.8759 0.521 -0.017 -0.198 -0.235
H 1.9988 0.9991 2.0768 -3.588 -1.983 -0.419 0.439
H 0.4412 1.1671 0.0203 0.150 0.515 0.845 0.229
H -1.2791 -0.4562 -0.1673 -1.397 0.029 -2.109 0.221
C -0.6529 -0.4444 0.6370 0.185 -3.090 2.713 -0.375
H -0.3569 -2.1674 3.5099 0.378 -0.174 -0.287 0.433

Entry 2:
20
Properties=species:S:1:pos:R:3:forces:R:3:nbo_charge:R:1 method="wB97M-V/def2-TZVPD" multiplicity=1 orbital_gap_ha=0.3245 mol_weight_da=107.2 smiles="C=C(N)CC.O.O" homo_energy_ev=-8.09 charge=0 relative_energy_kj_mol=72.1
H 1.5599 -2.0992 -0.5517 0.055 0.087 0.207 0.210
H -1.0672 -2.6758 2.8990 -0.015 0.032 0.023 0.470
C 0.7943 -0.0580 -0.5217 0.078 -0.592 0.157 -0.449
H 0.6715 2.4157 -0.2861 0.051 -0.011 0.108 0.381
C 0.6912 -1.5355 -0.8902 0.319 0.098 -0.154 -0.604
H 0.6695 -0.0226 0.5643 0.119 0.194 0.027 0.215
H -0.2642 -2.5307 1.6140 0.026 0.023 -0.003 0.469
H 0.1648 1.4824 1.7625 0.253 0.001 0.166 0.468
H -0.8253 2.7945 -0.9138 -0.194 -0.056 -0.171 0.380
H -1.4469 -0.6723 -2.1758 0.120 -0.161 0.356 0.210
H -1.9995 1.0827 -2.1874 -0.195 -0.100 -0.248 0.189
H 0.3314 2.0977 3.1315 0.312 -0.082 -0.122 0.470
C -0.2600 0.8117 -1.1433 0.172 -0.502 -0.235 0.199
O 0.8526 1.7596 2.3880 -0.622 0.143 0.003 -0.939
N -0.0390 2.1713 -0.9546 0.184 0.174 0.330 -0.823
H -0.1949 -1.9665 -0.4395 -0.247 -0.128 -0.082 0.201
H 1.8008 0.3206 -0.7256 -0.117 0.097 -0.107 0.214
O -0.7958 -2.0296 2.2402 0.004 -0.032 -0.001 -0.938
H 0.6488 -1.6850 -1.9645 -0.132 0.023 -0.177 0.213
C -1.2920 0.3390 -1.8455 -0.170 0.793 -0.077 -0.536

Entry 3:
18
Properties=species:S:1:pos:R:3:forces:R:3:nbo_charge:R:1 method="wB97M-V/def2-TZVPD" multiplicity=2 orbital_gap_ha="0.3783 / 0.1695" mol_weight_da=96.1 homo_energy_ev="-13.99 / -13.99" charge=+1 relative_energy_kj_mol=170.1
H 0.4306 -0.6309 -1.6197 0.773 -1.787 0.788 0.410
H -0.4360 -1.1914 0.7127 -0.574 -0.416 0.401 0.400
H 1.4754 2.0120 -1.4530 0.673 -0.073 -0.006 0.251
N 0.8418 0.0342 -0.9615 -2.506 3.689 -4.642 -0.116
H -1.8373 1.1924 2.9625 -0.190 -0.076 0.547 0.457
H 0.6521 1.1700 -2.7365 -0.424 -0.302 0.230 0.280
H 1.6949 -2.6706 0.3720 0.380 -0.189 -0.198 0.463
H -0.9664 1.3705 -0.5506 0.724 -0.257 -1.371 0.306
C -0.2700 0.5790 -0.2036 -0.141 -1.475 3.672 -0.173
N -1.1011 -0.5265 0.3201 1.466 1.472 -0.549 -0.785
O 1.1247 -2.8394 1.1193 -0.405 0.456 -0.111 -0.956
H 2.2411 0.6177 -2.4941 0.067 0.503 0.741 0.274
H -2.7364 1.6185 1.8840 -0.562 0.077 0.097 0.451
C 1.3903 1.0400 -1.9288 0.701 -0.674 0.388 -0.477
O -2.7400 1.5175 2.8446 0.696 -0.048 -0.592 -0.906
H -1.5800 -0.9519 -0.4676 -0.237 -0.133 0.215 0.369
H 0.2515 1.1880 0.5805 -0.472 -0.613 0.199 0.254
H 1.5648 -3.5292 1.6195 0.030 -0.154 0.194 0.499

Entry 4:
16
Properties=species:S:1:pos:R:3:forces:R:3:nbo_charge:R:1 method="wB97M-V/def2-TZVPD" multiplicity=1 orbital_gap_ha=0.3285 mol_weight_da=102.2 smiles="CC/C=C/SC" homo_energy_ev=-7.91 charge=0 relative_energy_kj_mol=112.9
C 0.4210 -0.6353 -0.1770 -2.599 1.483 -0.504 -0.206
S -2.2454 -0.9151 -0.0691 -0.639 -0.283 0.233 0.206
C -3.4502 0.4517 0.2091 1.824 0.283 0.639 -0.730
C 2.7406 -0.1989 0.4927 1.681 0.442 1.318 -0.596
C 1.7131 -0.0358 -0.5613 0.720 0.844 -0.612 -0.441
C -0.7664 0.0045 -0.3133 0.623 -0.682 0.247 -0.357
H 2.4486 0.2400 1.4565 -0.064 -0.050 -0.256 0.205
H 1.7291 1.0643 -0.7802 -0.919 -0.875 0.006 0.211
H 3.7160 0.2304 0.2344 -0.281 0.432 -0.195 0.207
H -0.9133 1.0382 -0.6308 0.344 -0.175 -0.016 0.206
H 3.0390 -1.2025 0.6849 -0.288 -1.207 0.221 0.202
H 0.2838 -1.6559 0.1640 0.814 -0.155 0.028 0.209
H -3.1046 0.9773 1.1483 -0.736 -0.384 -1.071 0.219
H -3.2110 1.0448 -0.6826 -0.933 0.377 0.434 0.217
H 2.0846 -0.5081 -1.4703 -0.026 -0.109 -0.224 0.211
H -4.4850 0.1004 0.2947 0.478 0.060 -0.247 0.238

Entry 5:
83
Properties=species:S:1:pos:R:3:forces:R:3:mulliken_charge:R:1 method="wB97M-V/def2-TZVPD" multiplicity=1 orbital_gap_ha=0.2210 mol_weight_da=716.6 homo_energy_ev=-13.69 charge=+2
C 0.1699 -0.3526 1.7156 0.957 0.016 -0.011 -1.630
C -2.9793 -1.8871 3.5659 0.074 -0.038 -0.308 -0.404
H -3.1220 -4.1815 1.1780 0.372 -0.167 0.107 1.001
H -5.0789 -3.4933 -0.6021 0.226 -0.285 -0.093 0.839
H -2.4041 -6.3164 -2.2427 -0.268 0.005 -0.061 0.315
P -1.5454 -0.3590 -2.3017 -0.218 -0.405 -0.752 1.639
H -4.2465 -5.2562 -4.3965 0.358 0.052 0.000 0.372
C -3.8003 -4.9717 -1.4072 -0.815 -0.189 0.296 -0.496
H 2.0479 -3.2398 -5.6959 -0.200 0.079 0.181 0.445
H -0.1822 2.0658 -3.1086 -0.310 0.171 -0.104 0.317
C -3.3605 1.0796 -3.8716 0.154 0.044 0.319 -0.169
C -0.5771 -1.4137 -3.4646 0.290 -0.537 0.365 1.509
H 0.0887 -6.9791 1.8951 -0.068 0.189 0.013 0.444
C -1.1520 -3.3319 1.3901 0.074 -0.124 -0.169 1.007
C -1.2021 2.1273 -3.4845 -0.252 -0.351 0.230 -0.054
C -2.9500 3.3498 -4.6331 0.235 -0.481 0.276 -0.581
H -4.0061 -1.9894 0.0943 0.114 0.302 -0.271 1.030
H 0.7914 -1.2771 -6.5864 -0.049 -0.125 0.212 0.492
H -4.0243 0.2197 -3.7795 0.028 0.321 -0.128 0.146
O 1.9093 0.0446 -0.8097 0.230 1.147 -0.251 -0.486
C 2.3320 2.3393 0.7303 1.201 1.088 1.216 0.714
O 0.0535 1.4022 -0.4390 0.698 -0.068 -0.357 -0.466
H -1.5982 -3.8405 -4.0394 -0.350 0.244 0.060 0.439
C -3.7400 -1.3703 4.6193 -0.002 0.282 -0.083 -0.681
H -0.8766 -0.1241 -5.1679 0.209 -0.266 0.035 0.507
C -3.9203 0.7560 3.4671 -0.018 0.045 0.071 -0.724
C -3.0402 -1.6453 -0.2850 -1.078 0.393 -1.029 -1.389
H 1.6950 -5.0850 2.1189 -0.377 0.050 -0.107 0.459
C -2.0754 1.0324 -3.3085 0.027 0.956 0.105 0.254
F 1.3863 2.8627 1.5420 0.761 -0.828 -1.295 -0.169
H -3.3948 -5.2658 -0.4397 -0.141 0.360 -0.293 0.183
S 1.5244 1.5262 -0.8307 -0.402 -0.764 -0.474 1.037
C -3.3815 -5.8877 -2.5130 0.309 -0.292 -0.267 -1.100
H -4.2855 1.7872 3.4249 0.164 -0.425 0.044 0.419
C -4.7445 -4.0299 -1.4937 0.068 -0.484 0.114 0.347
C 0.6454 -4.8948 1.8821 -0.133 0.075 -0.113 -0.940
C -1.6455 3.2789 -4.1222 -0.152 0.070 -0.196 -0.806
H -5.3063 -3.0480 -4.7529 0.028 0.325 0.294 0.619
C -3.1848 0.2436 2.4015 -0.061 -0.298 0.055 -0.583
H -2.9578 -1.7795 -4.0012 -0.049 -0.412 0.019 0.878
C -3.7896 2.2347 -4.5247 0.039 0.071 -0.097 -0.801
H -4.7572 0.3639 5.4243 0.097 -0.128 -0.232 0.419
H -3.9766 -2.0071 5.4736 0.135 0.215 -0.257 0.427
H -2.9861 0.8650 1.5217 -0.087 -0.128 0.318 0.342
H -4.0924 -6.7334 -2.5870 0.334 0.246 0.141 0.391
C -2.6801 -3.8698 -3.9024 0.063 0.252 -0.317 0.159
H -5.8755 -4.6494 -3.2365 0.240 0.298 0.348 0.296
C -0.3372 -0.9910 -4.7835 -0.100 0.243 0.387 -0.663
H -4.7970 2.2624 -4.9415 0.300 0.014 0.094 0.449
F 3.1559 3.3246 0.3293 -1.119 -1.362 0.172 -0.173
H -0.9700 4.1313 -4.2128 -0.220 -0.267 -0.024 0.471
C 0.2112 -3.5846 1.6641 -0.330 0.029 -0.266 -0.508
C 0.6022 -1.6418 -5.5787 -0.007 -0.158 0.227 -0.754
H -2.6083 -2.9150 3.6064 -0.143 0.360 0.051 0.412
H -6.4690 -3.2334 -2.3787 0.121 -0.279 -0.229 0.542
C -2.0644 -4.3953 1.3550 0.155 -0.010 -0.061 -0.808
C -4.1955 -0.0441 4.5856 0.295 -0.319 -0.410 -0.570
H 0.9270 -2.7581 1.7067 -0.158 -0.384 0.090 0.251
H -5.2485 -1.7459 -3.5487 -0.079 -0.137 -0.162 -0.015
P -1.7713 -1.6577 0.9901 0.094 -1.015 -0.321 1.379
C 0.1021 -2.5579 -2.9715 0.110 0.769 -0.334 -0.938
H -3.3017 4.2623 -5.1112 0.072 -0.245 0.093 0.411
H 1.5446 -4.0985 -3.4184 -0.121 0.222 -0.081 0.512
Ti -0.0054 -0.6465 -0.4178 1.373 1.534 1.708 -0.417
O 1.7942 2.2521 -2.0367 0.044 -0.628 1.747 -0.506
H -0.0901 -0.9683 2.5909 -0.010 0.218 -0.456 0.912
F 3.0403 1.4242 1.4347 -1.012 0.782 -1.166 -0.192
C -5.5490 -3.7263 -2.7275 -0.570 0.172 0.032 -1.323
C -4.9074 -2.7671 -3.7614 -0.353 0.042 -0.180 -1.265
C 1.0272 -3.2152 -3.7919 0.064 0.050 0.319 -0.699
C -0.2597 -5.9567 1.7731 -0.260 0.340 -0.084 -0.622
H -0.1324 -2.9629 -1.9759 -0.024 -0.042 -0.157 0.245
C -3.0164 -1.0257 -1.5013 -0.649 -0.335 1.146 -0.568
C -3.2609 -5.2479 -3.9123 -0.068 -0.442 -0.125 -1.191
C -3.4179 -2.7585 -3.8428 0.451 -0.383 -0.463 -0.194
C -2.7124 -1.0855 2.4434 0.039 0.818 0.004 0.733
H -0.0780 0.6917 1.9257 0.011 -0.212 -0.044 0.435
C -1.6141 -5.7091 1.5003 0.255 0.205 0.143 -0.778
H -2.3184 -6.5357 1.3936 0.222 0.219 0.145 0.474
C 1.3015 -2.7434 -5.0775 -0.295 0.118 0.091 -0.779
H 1.2735 -0.4609 1.5480 -0.512 0.194 0.350 0.586
H -3.9680 -0.7203 -1.9641 0.358 -0.785 0.128 0.686
H -2.5917 -5.8911 -4.5071 -0.386 0.169 0.086 0.496

Entry 6:
9
Properties=species:S:1:pos:R:3:forces:R:3:nbo_charge:R:1 method="wB97M-V/def2-TZVPD" multiplicity=1 orbital_gap_ha="0.3249 / 0.2712" mol_weight_da=77.1 homo_energy_ev="-8.97 / -8.42" charge=0 relative_energy_kj_mol=459.6
C 0.3147 -0.3963 -1.1632 -2.241 -1.355 -1.794 -0.310
C -0.7247 -0.6807 -0.0889 2.280 1.984 1.380 -0.338
C -0.7902 -0.1995 1.0858 0.086 0.561 0.315 -0.051
H 0.0207 -0.8840 -2.1278 1.024 0.582 1.020 0.243
N 1.1914 1.1676 0.2255 -0.112 1.157 2.745 -0.524
C 1.1084 0.5577 -0.8666 1.984 0.548 -2.180 0.206
C 1.0283 1.5790 1.3431 0.050 -0.332 -0.825 0.283
H -1.2861 -1.4244 -0.4294 -2.791 -3.076 -1.161 0.244
H -0.8624 0.2805 2.0215 -0.279 -0.070 0.500 0.247